1.
86
Properties=species:S:1:pos:R:3 method="wB97M-V/def2-TZVPD" charge=+1 homo_lumo_gap_ev=7.91 lumo_energy_ev=-3.4 e_tot_ev=-90797.807 fmax_ev_per_a=1.66 multiplicity=1 e_homo_ev=-11.36
N 1.20789 -0.80145 3.38841
C 0.07262 -0.17843 3.11237
N -1.11214 -0.82936 3.05048
C -1.99527 0.10364 2.73064
P -3.75234 -0.37553 2.47107
S -4.30381 0.17236 0.69332
N -1.41965 1.29277 2.59781
Cl -2.10917 2.75457 2.17136
N -0.08764 1.12387 2.84176
H 1.15361 -1.74021 3.73490
H 2.08554 -0.30994 3.29544
H -3.72887 -1.77195 2.64538
H -4.45937 0.23791 3.51971
H 0.65701 1.80447 2.80879
O 4.63967 -0.39102 1.67752
C 4.32393 0.74435 1.49253
O 3.26131 1.31031 2.13866
C 3.04472 2.65318 1.63987
C 4.37165 3.07850 1.04567
C 4.93498 1.75106 0.54262
H 2.24631 2.60903 0.89365
H 2.72562 3.28598 2.46996
H 4.26998 3.83154 0.27573
H 5.01784 3.47795 1.82997
H 4.59603 1.52724 -0.47000
H 6.01874 1.71287 0.59263
O -3.78282 -3.67236 1.61882
C -3.81317 -4.01701 0.46570
O -3.29514 -5.18259 0.04117
C -3.38443 -5.26395 -1.40540
C -4.49715 -4.30040 -1.78832
C -4.37282 -3.23595 -0.70045
H -2.41808 -4.97408 -1.82198
H -3.60283 -6.28911 -1.69509
H -4.40401 -3.91804 -2.80187
H -5.46368 -4.79990 -1.70727
H -3.65750 -2.45497 -0.96197
H -5.32936 -2.79241 -0.43964
O -5.34878 -8.16905 -1.84923
C -5.43346 -8.38617 -0.67447
O -6.47745 -9.03867 -0.12079
C -6.34968 -9.04729 1.31347
C -4.86661 -8.83093 1.58415
C -4.45846 -7.95544 0.40137
H -6.96750 -8.24282 1.71820
H -6.71482 -9.99638 1.69693
H -4.66770 -8.38717 2.55746
H -4.33770 -9.78366 1.53590
H -4.61162 -6.90078 0.60211
H -3.43365 -8.13364 0.08900
O 3.63604 3.65880 -1.84069
C 2.57662 4.17821 -2.05163
O 1.60358 4.25118 -1.10817
C 0.41017 4.83418 -1.68406
C 0.88966 5.62159 -2.89321
C 2.09358 4.79614 -3.34484
H -0.26967 4.02329 -1.95702
H -0.07326 5.46248 -0.93906
H 0.12909 5.74718 -3.65126
H 1.21817 6.61055 -2.58588
H 1.81066 3.99377 -4.02829
H 2.87237 5.40773 -3.79019
O 9.41950 -4.44924 4.56910
C 8.40086 -3.88932 4.30656
O 7.39441 -3.72901 5.20644
C 6.26106 -3.11522 4.57462
C 6.81791 -2.39598 3.35460
C 7.99336 -3.29277 2.97120
H 5.54934 -3.89951 4.30454
H 5.78525 -2.43807 5.28101
H 6.08470 -2.25829 2.56433
H 7.18755 -1.41070 3.64318
H 7.69189 -4.10276 2.30593
H 8.81670 -2.73730 2.53278
O 0.18870 8.00098 -4.40435
C -0.85905 8.28153 -4.91064
O -1.95320 7.49276 -4.79858
C -3.03031 8.02462 -5.59720
C -2.70144 9.50002 -5.77483
C -1.17364 9.48524 -5.77498
H -3.05355 7.48578 -6.54609
H -3.97124 7.86183 -5.07818
H -3.14302 9.93230 -6.66969
H -3.06260 10.06600 -4.91533
H -0.76426 9.31407 -6.77144
H -0.74666 10.38698 -5.34675

2.
95
Properties=species:S:1:pos:R:3 method="wB97M-V/def2-TZVPD" homo_lumo_gap_ev=6.22 lumo_energy_ev=-0.2 e_tot_ev=-204701.222 fmax_ev_per_a=1.46 multiplicity=1 e_homo_ev=-6.38
Sr 0.70760 0.31292 0.91868
C -2.38368 3.04845 2.28543
C -1.27209 3.04409 3.29576
C -1.44723 3.78902 4.48765
C -0.48637 3.75583 5.44752
C 0.67439 2.97486 5.24420
C 1.71291 2.83631 6.19963
Br 1.61412 3.73753 7.86802
C 2.78952 2.04030 5.94054
C 2.89208 1.36079 4.72020
Br 4.39146 0.24703 4.43777
C 1.93858 1.45996 3.71280
O 2.01871 0.86334 2.58958
C 0.78277 2.28821 4.01588
N -0.19554 2.33518 3.05857
H -2.76782 4.05803 2.13105
H -3.21552 2.43487 2.64009
H -2.03850 2.64898 1.33899
H -2.34788 4.37395 4.62006
H -0.59830 4.31228 6.36805
H 3.57472 1.92671 6.67497
C -2.54954 -3.27405 4.79616
N -1.29167 -2.72482 4.33141
C -0.04877 -3.19600 4.91726
C -1.20135 -1.88653 3.24643
N -0.11309 -1.48552 2.71390
N -2.44873 -1.48021 2.76338
C -2.73992 -0.58462 1.74385
N -4.10166 -0.33080 1.66993
N -1.85612 -0.05594 1.00047
H -2.34610 -3.96270 5.61065
H -3.07401 -3.83173 4.01450
H -3.21713 -2.50458 5.20030
H -0.27824 -3.83837 5.76218
H 0.55631 -2.36233 5.28157
H 0.54401 -3.77312 4.20104
H 0.69540 -1.86649 3.19123
H -3.22437 -1.67712 3.37000
H -4.72379 -1.08097 1.92886
H -4.39352 0.14909 0.83304
H -2.29237 0.54264 0.30242
C 2.59888 0.15166 -0.96530
Si 2.02866 -0.46922 -2.54171
C 0.93836 -2.00113 -2.21831
N -0.18843 -1.78122 -1.29585
C -0.53124 -2.98289 -0.53361
C -1.26388 -4.05111 -1.34463
C -2.48828 -3.44466 -2.06378
C -2.64900 -1.96744 -1.71618
C -1.35160 -1.22652 -2.01577
C 1.08933 0.84735 -3.54790
C 1.34790 2.20295 -3.33544
C 0.81023 3.18775 -4.15500
C -0.02216 2.83361 -5.20845
C -0.30747 1.49204 -5.43403
C 0.25512 0.51961 -4.61773
C 3.29351 -1.11511 -3.81766
C 3.64246 -0.40934 -4.97055
C 4.62610 -0.86566 -5.83859
C 5.28678 -2.05539 -5.57703
C 4.95949 -2.77969 -4.43972
C 3.98096 -2.30890 -3.57728
H 3.13557 1.10299 -1.03620
H 3.29854 -0.57124 -0.52394
H 1.63526 -2.69231 -1.73026
H 0.61319 -2.50957 -3.14050
H -1.13831 -2.68526 0.32590
H 0.39581 -3.38370 -0.11904
H -1.56634 -4.85989 -0.67462
H -0.57700 -4.49389 -2.06793
H -3.39730 -3.99939 -1.82400
H -2.35814 -3.52454 -3.14617
H -2.92871 -1.84814 -0.66706
H -3.45221 -1.52105 -2.30906
H -1.44736 -0.15558 -1.82194
H -1.17804 -1.32060 -3.09508
H 2.00429 2.48882 -2.52139
H 1.05171 4.22991 -3.97999
H -0.42513 3.59480 -5.86719
H -0.93689 1.20268 -6.26660
H 0.06269 -0.52333 -4.84357
H 3.13916 0.52224 -5.20313
H 4.87560 -0.28964 -6.72108
H 6.05387 -2.41433 -6.25153
H 5.47183 -3.70868 -4.22243
H 3.76356 -2.88810 -2.68594
N -2.46132 3.59330 -2.90604
N -1.51571 3.44306 -1.89478
N -0.78871 4.43376 -1.43818
C -0.08561 3.81609 -0.49494
N -0.38109 2.51780 -0.42265
N -1.31501 2.30049 -1.32498
H -2.28339 4.51854 -3.28818
H -2.19950 2.91711 -3.62541
H 0.63973 4.30657 0.12837

3.
40
Properties=species:S:1:pos:R:3 method="wB97M-V/def2-TZVPD" charge=+2 homo_lumo_gap_ev="3.93 / 3.93" lumo_energy_ev="-9.7 / -9.7" e_tot_ev=-74529.669 fmax_ev_per_a=0.52 multiplicity=1 e_homo_ev="-13.67 / -13.66"
Mo -0.23794 0.28204 0.80784
C -1.96050 0.99713 3.56351
C -1.09984 1.57819 2.48119
N 0.22191 1.25491 2.38600
N 1.31166 1.86017 2.81626
C 2.34836 1.51509 2.09079
S 2.03749 0.45906 0.69689
S 3.93775 1.98037 2.40790
C 3.76112 2.84822 4.01642
C 3.52156 1.89182 5.15179
C 2.31620 1.91461 5.84172
C 2.10241 1.04333 6.90150
C 3.08829 0.14004 7.26862
C 4.29476 0.11531 6.58218
C 4.51101 0.98922 5.52878
C -1.48771 2.87706 1.84855
C -1.92092 4.01051 2.51881
C -2.24922 5.14558 1.78957
C -2.15614 5.13743 0.40262
C -1.74049 3.99828 -0.27537
C -1.40259 2.88814 0.46383
O -1.03135 1.69308 -0.12987
H -1.48546 0.15012 4.05506
H -2.94395 0.71980 3.18839
H -2.11196 1.77549 4.31735
H 2.96647 3.58339 3.91301
H 4.71368 3.37016 4.10878
H 1.55389 2.63353 5.56293
H 1.17229 1.08243 7.45386
H 2.92542 -0.53404 8.09915
H 5.07332 -0.57546 6.87801
H 5.46171 0.97923 5.00547
H -2.00102 4.01624 3.59871
H -2.58716 6.03442 2.30401
H -2.42615 6.02333 -0.15589
H -1.68388 3.96719 -1.35565
Te -0.25229 -0.92481 -1.77456
Te -1.20889 -3.30435 -1.80454
Te -1.85424 -3.90195 0.63721
Te -0.73001 -2.02549 2.14105

4.
10
Properties=species:S:1:pos:R:3 method="wB97M-V/def2-TZVPD" homo_lumo_gap_ev="8.01 / 10.45" lumo_energy_ev="0.5 / -1.4" e_tot_ev=-24281.220 fmax_ev_per_a=4.33 multiplicity=3 e_homo_ev="-7.49 / -11.90"
C -0.11749 -0.05118 0.14361
C -1.37453 -0.77985 0.06428
N -1.12211 -1.67098 -2.95708
F -1.57569 -1.92815 0.64113
F -2.62741 -0.28414 -0.13766
F -0.23761 -0.57887 -2.79726
Cl -2.63481 -1.20189 -3.46524
H 0.33674 -0.11218 -0.82755
H -0.36647 1.09638 0.43442
H 0.52990 -0.26070 0.96313

5.
16
Properties=species:S:1:pos:R:3 method="wB97M-V/def2-TZVPD" homo_lumo_gap_ev=9.41 lumo_energy_ev=0.8 e_tot_ev=-11349.030 fmax_ev_per_a=4.98 multiplicity=1 smiles="[H]/N=C/N(C=C)OCO" e_homo_ev=-8.57
C 0.10635 0.48431 -1.50184
C -0.81551 1.39593 -1.74583
C -1.16112 0.24327 1.34332
C 1.59071 -0.76900 -0.15615
N 0.74559 0.32957 -0.26950
N 2.02707 -1.31411 0.90092
O 0.18486 0.70931 0.98938
O -1.12640 -0.99648 1.83670
H 0.40731 -0.25574 -2.13804
H -1.15215 1.46706 -2.78338
H -1.45736 1.85520 -0.95590
H -1.49729 1.00943 1.89218
H -1.83113 0.19207 0.47333
H 1.86572 -1.24101 -1.12346
H 2.62240 -2.10790 0.59835
H -0.50904 -1.00193 2.63991

6.
9
Properties=species:S:1:pos:R:3 method="wB97M-V/def2-TZVPD" homo_lumo_gap_ev=8.84 lumo_energy_ev=0.8 e_tot_ev=-5689.201 fmax_ev_per_a=2.42 multiplicity=1 e_homo_ev=-8.00
C 1.11814 -0.81558 -0.14493
C -1.31858 -0.88629 0.27287
N -0.13297 -0.89732 0.20121
O -0.45237 2.12990 0.19306
H 1.66143 0.10485 -0.01162
H 1.34580 -1.76702 -0.65299
H 0.51875 2.34586 0.04285
H -2.14834 -1.20315 0.85648
H -0.47641 1.17960 0.20144

7.
90
Properties=species:S:1:pos:R:3 method="wB97M-V/def2-TZVPD" charge=+1 homo_lumo_gap_ev="7.58 / 7.58" lumo_energy_ev="-2.7 / -2.7" e_tot_ev=-81954.913 fmax_ev_per_a=0.84 multiplicity=1 e_homo_ev="-10.27 / -10.27"
Pd 0.06907 1.30744 0.14797
O -0.60595 1.47364 2.23812
S -1.71066 0.76264 2.98869
C -3.31690 1.19939 2.26336
C -3.47114 2.62050 1.75085
C -2.95982 2.85331 0.32720
C -3.61907 1.93662 -0.71192
S -2.58130 0.51074 -1.27907
O -1.66061 0.10450 -0.13172
C -3.82999 -0.76245 -1.23155
C -3.78800 -1.73312 -0.24591
C -4.81195 -2.66924 -0.19155
C -5.84489 -2.63082 -1.11481
C -5.85725 -1.66426 -2.11289
C -4.84441 -0.72314 -2.17932
C -1.84078 1.71266 4.49320
C -1.13808 2.89914 4.61798
C -1.25312 3.61982 5.79930
C -2.05257 3.14923 6.82969
C -2.73836 1.94835 6.69451
C -2.62864 1.21716 5.52343
H -4.01950 0.99291 3.07300
H -3.48573 0.45474 1.48526
H -2.98278 3.32305 2.43036
H -4.53905 2.85526 1.78554
H -1.86680 2.75012 0.30577
H -3.15762 3.88879 0.04827
H -3.82850 2.47087 -1.63808
H -4.55407 1.51467 -0.34221
H -2.96424 -1.75602 0.45409
H -4.79513 -3.43478 0.57200
H -6.63894 -3.36312 -1.06641
H -6.65459 -1.64621 -2.84301
H -4.84721 0.02764 -2.95988
H -0.50759 3.23518 3.80549
H -0.71359 4.54999 5.91375
H -2.13486 3.71350 7.74855
H -3.34884 1.57661 7.50547
H -3.14527 0.27060 5.41846
C 6.06135 3.85463 1.88706
O 6.12023 3.40381 0.54053
C 4.98272 3.01965 -0.05261
C 5.11182 2.63946 -1.40781
C 4.00698 2.23605 -2.08719
C 2.71801 2.16749 -1.48960
C 1.58161 1.82592 -2.28392
C 1.67404 1.64167 -3.77176
O 0.41877 1.64670 -1.83641
C 2.61207 2.52962 -0.10897
O 1.50399 2.54040 0.57611
C 3.75922 2.96473 0.57998
H 7.06830 4.17426 2.13609
H 5.75620 3.04519 2.55335
H 5.37301 4.69625 1.98461
H 6.08547 2.68459 -1.87239
H 4.12757 1.95027 -3.12080
H 2.51479 2.13490 -4.24419
H 0.74545 1.98816 -4.22015
H 1.74628 0.56863 -3.94955
H 3.63198 3.23024 1.61802
C -1.55278 -5.72467 -3.57775
C -0.42508 -4.75359 -3.34283
C 0.53344 -4.97546 -2.36334
C 1.63326 -4.14040 -2.20219
C 1.78578 -3.03078 -3.02637
N 2.91989 -2.15571 -3.01438
C 4.09138 -2.26629 -2.28431
O 5.17619 -2.02458 -2.76414
N 3.96597 -2.67580 -0.96507
C 3.09577 -2.18424 0.00160
C 3.22799 -2.63294 1.31584
C 2.42877 -2.08405 2.30068
C 1.52801 -1.08524 1.94337
N 1.39011 -0.68013 0.68513
C 2.13119 -1.23019 -0.25978
C 0.80760 -2.77417 -3.98776
C -0.27160 -3.62654 -4.14555
H -1.71107 -6.36654 -2.71257
H -1.33080 -6.36861 -4.43007
H -2.49008 -5.20520 -3.79805
H 0.44113 -5.84069 -1.71841
H 2.37283 -4.37978 -1.45848
H 3.15095 -1.78486 -3.92677
H 4.87389 -2.94719 -0.61108
H 3.95991 -3.39481 1.55511
H 2.51671 -2.40177 3.32933
H 0.92495 -0.57156 2.68074
H 1.98284 -0.85692 -1.26549
H 0.91368 -1.91946 -4.64262
H -1.00195 -3.41633 -4.91719